Model P:
Below is 2 unconnected molecules or ions with the total composition C5H14, with properties calculated with the ωB97M-V functional and the def2-TZVPD basis.

Values from the calculation:
spin multiplicity	1
frontier orbital gap	11.96	eV
SMILES	CCC.CC

Each line ends with the Löwdin charge.
CARTESIAN COORDINATES (ANGSTROEM)
C 1.14406 2.10448 0.67512  -0.0924
C 1.08581 0.87002 1.64479  -0.2321
C -0.27651 0.24320 2.23637  -0.0741
H 0.13821 2.22579 0.21195  0.0820
H 1.85419 1.80639 -0.08958  0.0625
H 1.59305 2.94191 0.84972  -0.0125
H 1.65960 0.13099 1.19623  0.0596
H 1.57688 1.29519 2.46642  0.0642
H -1.13254 0.79623 1.85070  0.0570
H -0.55603 -0.73748 1.98627  0.0354
H -0.35322 0.51686 3.24377  0.0363
C -1.02229 -1.00175 -1.60763  -0.2335
C -0.66123 -2.09905 -2.48778  -0.2175
H -0.09030 -0.31541 -1.29186  0.0977
H -1.74113 -0.17155 -1.92346  0.0853
H -1.32056 -1.32794 -0.59884  0.0509
H -1.32238 -1.85548 -3.47183  0.1196
H 0.40825 -2.33157 -2.63356  0.0708
H -0.98384 -3.09081 -2.25679  0.0406

---

Model Q:
Below is 2 unconnected molecules or ions with the total composition C5H14, with properties calculated with the ωB97M-V functional and the def2-TZVPD basis.

Values from the calculation:
spin multiplicity	1
frontier orbital gap	12.03	eV
SMILES	CCC.CC

Each line ends with the Löwdin charge.
CARTESIAN COORDINATES (ANGSTROEM)
C -0.42016 -1.41811 0.64921  -0.1333
C -1.35479 -1.92961 -0.36739  -0.3373
C -2.41222 -0.95556 -0.93253  -0.1239
H -0.24330 -1.99530 1.55536  0.0714
H 0.57249 -1.15224 0.25946  0.0642
H -0.74062 -0.47798 1.10784  0.0610
H -1.98675 -2.83906 -0.26181  0.1039
H -0.78153 -2.30017 -1.24213  0.1005
H -2.09250 -0.39465 -1.80846  0.0632
H -2.71171 -0.32009 -0.08863  0.0660
H -3.34030 -1.49593 -1.18586  0.0660
C 2.37976 1.48259 -0.13265  -0.1838
C 1.43824 2.27785 0.75962  -0.1687
H 2.54962 0.41064 0.04590  0.0552
H 2.27967 1.52342 -1.22796  0.0648
H 3.31240 2.02395 -0.02230  0.0529
H 1.82758 2.34107 1.77585  0.0654
H 0.39724 1.94080 0.78581  0.0483
H 1.32689 3.27839 0.33068  0.0642

---

Model R:
Below is 2 unconnected molecules or ions with the total composition C5H14, with properties calculated with the ωB97M-V functional and the def2-TZVPD basis.

Values from the calculation:
spin multiplicity	1
frontier orbital gap	12.25	eV
SMILES	CCC.CC

Each line ends with the Löwdin charge.
CARTESIAN COORDINATES (ANGSTROEM)
C 0.88961 0.59785 -1.44038  -0.1319
C -0.18999 -0.41480 -1.43726  -0.3389
C -1.32034 -0.31699 -2.50105  -0.1165
H 0.54719 1.63060 -1.29638  0.0772
H 1.61994 0.29792 -0.68566  0.0655
H 1.48017 0.68403 -2.34957  0.0707
H -0.78604 -0.60540 -0.53667  0.0786
H 0.24240 -1.41358 -1.59698  0.1026
H -0.96102 -0.41560 -3.52648  0.0670
H -1.84620 0.61999 -2.30172  0.0683
H -2.02516 -1.11809 -2.31828  0.0591
C 0.66609 0.66822 2.42323  -0.1838
C -0.08637 -0.69182 2.47170  -0.1379
H 1.70173 0.57503 2.10893  0.0521
H 0.17854 1.45851 1.83337  0.0569
H 0.59500 1.24853 3.34982  0.0571
H -0.48521 -1.04165 1.53955  0.0313
H -0.83527 -0.45050 3.23432  0.0608
H 0.61493 -1.31225 3.02950  0.0618

---

Least stable of them? model P.

---

Model P:
Below is 2 unconnected molecules or ions with the total composition C5H14, with properties calculated with the ωB97M-V functional and the def2-TZVPD basis.

Values from the calculation:
spin multiplicity	1
frontier orbital gap	12.04	eV
SMILES	CCC.CC

Each line ends with the Löwdin charge.
CARTESIAN COORDINATES (ANGSTROEM)
C -1.31477 -0.65157 1.17286  -0.1180
C -1.32158 0.83075 0.72795  -0.2934
C -2.41532 1.00610 -0.34353  -0.1340
H -0.33491 -1.00830 1.45747  0.0538
H -2.12736 -0.79597 1.88523  0.0683
H -1.60585 -1.32791 0.36103  0.0626
H -0.31832 1.14184 0.47151  0.0607
H -1.63066 1.49880 1.53324  0.0944
H -2.12910 1.88740 -0.95210  0.0661
H -3.41307 1.20905 0.02744  0.0658
H -2.40915 0.32476 -1.20009  0.0658
C 2.23365 0.23517 -0.43938  -0.1584
C 2.47196 -1.25679 -0.80534  -0.1601
H 1.23445 0.50030 -0.75657  0.0382
H 2.45315 0.32944 0.61978  0.0621
H 2.96266 0.84802 -0.96559  0.0580
H 1.70875 -1.56275 -1.51896  0.0572
H 2.54450 -1.87437 0.08365  0.0557
H 3.41096 -1.33396 -1.35860  0.0550

---

Model Q:
Below is 2 unconnected molecules or ions with the total composition C5H14, with properties calculated with the ωB97M-V functional and the def2-TZVPD basis.

Values from the calculation:
spin multiplicity	1
frontier orbital gap	11.60	eV
SMILES	CCC.CC

Each line ends with the Löwdin charge.
CARTESIAN COORDINATES (ANGSTROEM)
C -0.52250 0.40467 -2.19930  -0.1293
C -1.05735 1.39954 -1.16060  -0.3242
C -1.73507 0.65909 -0.00303  -0.1211
H -1.39805 -0.18600 -2.48941  0.0684
H 0.28767 -0.24902 -1.86161  0.0571
H -0.20407 0.94515 -3.09675  0.0663
H -0.30229 2.08607 -0.79048  0.0955
H -1.83369 1.92658 -1.74221  0.0992
H -2.24703 -0.19481 -0.45717  0.0768
H -0.91818 0.35677 0.64802  0.0170
H -2.32999 1.39237 0.55440  0.0740
C 1.06104 -1.12604 0.96080  -0.1543
C 2.08675 -1.01094 2.21194  -0.1249
H 0.74729 -0.07044 0.89384  0.0338
H 1.52505 -1.47343 0.05808  0.0519
H 0.12976 -1.63660 1.13780  0.0546
H 1.60930 -1.88040 2.66887  0.0472
H 2.04240 -0.18317 2.92561  0.0578
H 3.05897 -1.15939 1.74120  0.0541

---

Least stable of them? model Q.

---

Model P:
Below is 2 unconnected molecules or ions with the total composition C5H14, with properties calculated with the ωB97M-V functional and the def2-TZVPD basis.

Values from the calculation:
spin multiplicity	1
frontier orbital gap	12.14	eV
SMILES	CCC.CC

Each line ends with the Löwdin charge.
CARTESIAN COORDINATES (ANGSTROEM)
C -2.29081 0.89530 -0.65361  -0.1228
C -1.98602 1.16733 0.82524  -0.3171
C -0.49994 1.36874 1.07559  -0.1243
H -3.14137 0.20873 -0.73045  0.0640
H -2.66623 1.75695 -1.20968  0.0649
H -1.45150 0.46255 -1.19120  0.0643
H -2.53448 1.96116 1.33172  0.0941
H -2.39597 0.28694 1.34012  0.0947
H -0.23371 1.81743 2.02797  0.0662
H -0.02426 0.38797 1.03376  0.0384
H -0.05174 1.97983 0.29103  0.0746
C 1.71437 -1.58806 0.06250  -0.1870
C 2.59892 -1.44550 -1.17542  -0.1570
H 1.84062 -0.81963 0.82428  0.0505
H 0.63919 -1.69197 -0.09526  0.0552
H 1.96831 -2.51390 0.59008  0.0620
H 2.54711 -0.45471 -1.62332  0.0589
H 2.33883 -2.22048 -1.88464  0.0595
H 3.62868 -1.55867 -0.83869  0.0612

---

Model Q:
Below is 2 unconnected molecules or ions with the total composition C5H14, with properties calculated with the ωB97M-V functional and the def2-TZVPD basis.

Values from the calculation:
spin multiplicity	1
frontier orbital gap	12.35	eV
SMILES	CCC.CC

Each line ends with the Löwdin charge.
CARTESIAN COORDINATES (ANGSTROEM)
C 1.15268 0.85599 1.42880  -0.1119
C -0.03675 1.59943 0.84229  -0.3122
C 0.06285 1.58857 -0.65581  -0.1405
H 1.17793 -0.08137 0.82781  0.0556
H 1.00754 0.56044 2.46800  0.0766
H 2.00220 1.37732 1.34881  0.0248
H -1.01075 1.08461 1.13822  0.1133
H -0.20145 2.63586 1.28866  0.1168
H 0.04062 0.63385 -1.06912  0.0163
H -0.55837 2.19062 -1.22359  0.0446
H 1.01766 2.06830 -1.01688  0.1013
C -1.22580 -1.65642 -1.06930  -0.1729
C 0.06273 -2.14751 -0.39410  -0.1812
H -1.46144 -0.63773 -0.93764  0.0211
H -1.16851 -1.85080 -2.08973  0.0357
H -2.08135 -2.36311 -0.75126  0.0981
H 0.06795 -3.25559 -0.53963  0.0656
H 0.10985 -1.93314 0.68746  0.0607
H 0.96379 -1.86965 -1.04241  0.0883

---

Model R:
Below is 2 unconnected molecules or ions with the total composition C5H14, with properties calculated with the ωB97M-V functional and the def2-TZVPD basis.

Values from the calculation:
spin multiplicity	1
frontier orbital gap	12.08	eV
SMILES	CCC.CC

Each line ends with the Löwdin charge.
CARTESIAN COORDINATES (ANGSTROEM)
C -0.81460 -0.27880 -1.79910  -0.1302
C -0.40157 1.07685 -1.14899  -0.3288
C -1.58073 1.91911 -0.98456  -0.1648
H -1.42059 -0.82218 -1.11797  0.0341
H 0.07326 -1.07376 -2.14294  0.1216
H -1.44272 -0.49610 -2.67950  0.0597
H -0.02662 0.90610 -0.15308  0.0601
H 0.38631 1.63431 -1.70581  0.1144
H -1.72340 2.66945 -1.89658  0.1207
H -2.40195 1.31334 -0.90694  0.0244
H -1.78081 2.58127 -0.10066  0.0859
C 1.14232 -1.78510 2.00147  -0.2304
C 1.74365 -0.46136 1.60318  -0.1793
H -0.00586 -1.72566 1.99748  0.0834
H 1.24894 -2.51135 1.25856  0.0224
H 1.41616 -2.32521 2.99065  0.0917
H 1.13546 -0.26552 0.70634  0.0323
H 2.91734 -0.60032 1.61902  0.1071
H 1.53541 0.24493 2.45942  0.0756

---

Least stable of them? model R.

---

Model P:
Below is 2 unconnected molecules or ions with the total composition C5H14, with properties calculated with the ωB97M-V functional and the def2-TZVPD basis.

Values from the calculation:
spin multiplicity	1
frontier orbital gap	12.23	eV
SMILES	CCC.CC

Each line ends with the Löwdin charge.
CARTESIAN COORDINATES (ANGSTROEM)
C -1.68816 1.60333 0.93148  -0.1076
C -0.65129 1.40086 -0.18557  -0.3058
C 0.76821 1.25155 0.34776  -0.1201
H -1.14766 1.87247 1.84359  0.0629
H -2.15940 0.65302 1.18140  0.0618
H -2.50617 2.26399 0.64466  0.0671
H -0.98182 0.48083 -0.66470  0.0698
H -0.62400 2.14878 -0.97670  0.0969
H 0.92224 1.72837 1.31844  0.0703
H 1.09594 0.21402 0.47226  0.0245
H 1.50997 1.65952 -0.35403  0.0762
C 0.29794 -2.04224 0.14013  -0.1529
C 0.99763 -1.84455 -1.22183  -0.1708
H 0.09076 -3.09031 0.30784  0.0636
H 0.86357 -1.47391 0.86367  0.0411
H -0.65166 -1.50395 0.07227  0.0495
H 0.64658 -0.92376 -1.68663  0.0512
H 1.11978 -2.72531 -1.83867  0.0530
H 2.09754 -1.67272 -1.19538  0.0693

---

Model Q:
Below is 2 unconnected molecules or ions with the total composition C5H14, with properties calculated with the ωB97M-V functional and the def2-TZVPD basis.

Values from the calculation:
spin multiplicity	1
frontier orbital gap	12.27	eV
SMILES	CCC.CC

Each line ends with the Löwdin charge.
CARTESIAN COORDINATES (ANGSTROEM)
C 0.26579 0.23306 1.53536  -0.1193
C 1.48160 0.81985 0.79637  -0.3208
C 1.97342 2.10254 1.41983  -0.1302
H 0.36488 0.16256 2.61411  0.0720
H -0.19001 -0.62539 1.07489  0.0216
H -0.50375 0.98380 1.34542  0.0734
H 2.25000 0.03822 0.82442  0.0986
H 1.24169 0.89701 -0.26341  0.0914
H 1.96917 1.98805 2.49120  0.0597
H 2.97870 2.37941 1.10460  0.0688
H 1.31714 2.97737 1.33231  0.0754
C -2.13087 -1.83919 -2.26446  -0.1688
C -1.18507 -1.14742 -1.29814  -0.1850
H -1.93128 -1.58875 -3.30302  0.0644
H -2.03995 -2.92602 -2.19845  0.0582
H -3.16914 -1.70857 -1.96165  0.0634
H -0.11966 -1.27836 -1.49050  0.0653
H -1.29531 -0.07890 -1.51210  0.0702
H -1.27736 -1.38929 -0.24677  0.0417

---

Model R:
Below is 2 unconnected molecules or ions with the total composition C5H14, with properties calculated with the ωB97M-V functional and the def2-TZVPD basis.

Values from the calculation:
spin multiplicity	1
frontier orbital gap	11.74	eV
SMILES	CCC.CC

Each line ends with the Löwdin charge.
CARTESIAN COORDINATES (ANGSTROEM)
C 0.03143 2.67873 1.11438  -0.1479
C -0.48109 1.49487 0.20145  -0.3181
C -2.02357 1.53496 -0.09983  -0.1309
H 0.67610 3.51697 0.47476  0.1105
H 0.89348 2.45451 1.90366  0.0876
H -0.63096 3.17462 1.72369  -0.0011
H 0.11315 1.51661 -0.88154  0.1420
H -0.30184 0.54393 0.70097  0.0546
H -2.07979 1.66833 -1.34924  0.1213
H -2.32219 0.55880 0.03675  0.0055
H -2.64725 2.35200 0.35541  0.0742
C 0.82483 -2.03740 -0.19457  -0.1973
C 1.43465 -3.30043 -0.88758  -0.1809
H 0.73066 -2.22794 0.93947  0.0838
H 1.33280 -1.06227 -0.34668  0.0471
H -0.21464 -1.89175 -0.63373  0.0696
H 1.49029 -3.25296 -1.94304  0.0308
H 0.72129 -4.14195 -0.67029  0.0688
H 2.45262 -3.57963 -0.44407  0.0805

---

Model S:
Below is 2 unconnected molecules or ions with the total composition C5H14, with properties calculated with the ωB97M-V functional and the def2-TZVPD basis.

Values from the calculation:
spin multiplicity	1
frontier orbital gap	12.41	eV
SMILES	CCC.CC

Each line ends with the Löwdin charge.
CARTESIAN COORDINATES (ANGSTROEM)
C -0.15564 1.26584 1.33267  -0.1179
C -0.44004 2.01669 0.03257  -0.3163
C -1.93331 2.12501 -0.29056  -0.1250
H -0.92049 1.40384 2.08962  0.0659
H -0.07986 0.20170 1.12620  0.0449
H 0.81734 1.56274 1.71870  0.0673
H 0.07221 1.52321 -0.80032  0.0917
H 0.00210 3.01603 0.04066  0.0933
H -2.17277 2.99557 -0.90503  0.0636
H -2.52553 2.21519 0.61830  0.0621
H -2.30687 1.26944 -0.86021  0.0672
C 0.83546 -2.11701 -0.98513  -0.1661
C 1.62524 -3.03529 -0.05957  -0.1647
H 1.38414 -1.75505 -1.85290  0.0624
H -0.09104 -2.57302 -1.32655  0.0613
H 0.52739 -1.19961 -0.47496  0.0327
H 2.21874 -2.44331 0.62539  0.0556
H 2.32668 -3.69389 -0.57554  0.0610
H 0.94774 -3.66180 0.51822  0.0610

---

Least stable of them? model R.

---

Model P:
Below is 2 unconnected molecules or ions with the total composition C5H14, with properties calculated with the ωB97M-V functional and the def2-TZVPD basis.

Values from the calculation:
spin multiplicity	1
frontier orbital gap	12.19	eV
SMILES	CCC.CC

Each line ends with the Löwdin charge.
CARTESIAN COORDINATES (ANGSTROEM)
C -1.59673 -0.19411 0.75674  -0.1102
C -1.90357 1.31016 0.78805  -0.3123
C -2.49579 1.96688 -0.47169  -0.1163
H -1.81315 -0.60600 -0.22693  0.0623
H -2.17240 -0.69081 1.53534  0.0636
H -0.55874 -0.42268 0.99141  0.0494
H -2.58121 1.57664 1.60236  0.0891
H -0.99521 1.83476 1.10717  0.0912
H -3.56743 2.13567 -0.37443  0.0638
H -2.00207 2.88594 -0.75639  0.0593
H -2.38159 1.25577 -1.29876  0.0609
C 2.77643 -2.14360 -0.49507  -0.1742
C 2.83226 -0.62861 -0.36778  -0.1747
H 3.12398 -2.67597 0.38563  0.0609
H 1.70421 -2.39819 -0.56247  0.0593
H 3.07432 -2.52052 -1.47157  0.0600
H 2.74549 -0.19929 -1.36744  0.0619
H 3.78103 -0.18820 -0.06022  0.0586
H 2.03018 -0.29785 0.28604  0.0476

---

Model Q:
Below is 2 unconnected molecules or ions with the total composition C5H14, with properties calculated with the ωB97M-V functional and the def2-TZVPD basis.

Values from the calculation:
spin multiplicity	1
frontier orbital gap	12.67	eV
SMILES	CCC.CC

Each line ends with the Löwdin charge.
CARTESIAN COORDINATES (ANGSTROEM)
C -2.52051 -0.16102 -0.01390  -0.1157
C -1.55318 -1.35240 -0.19125  -0.3049
C -0.39240 -1.25568 0.79486  -0.1278
H -2.52140 0.15583 1.02633  0.0638
H -3.53306 -0.47109 -0.25507  0.0615
H -2.23189 0.63760 -0.69076  0.0643
H -2.08778 -2.27573 0.00659  0.0923
H -1.18481 -1.31041 -1.21083  0.0899
H 0.25610 -2.13474 0.90266  0.0738
H 0.20867 -0.36361 0.65723  0.0388
H -0.81922 -1.13777 1.79620  0.0685
C 2.47761 1.21457 0.38961  -0.1755
C 1.83447 1.39537 -0.99592  -0.1683
H 1.85897 1.69280 1.15683  0.0620
H 2.60449 0.18285 0.69211  0.0524
H 3.44189 1.70928 0.43378  0.0545
H 2.61513 1.66819 -1.70493  0.0567
H 0.99593 2.09692 -1.02146  0.0622
H 1.40785 0.46315 -1.38321  0.0515

---

Model R:
Below is 2 unconnected molecules or ions with the total composition C5H14, with properties calculated with the ωB97M-V functional and the def2-TZVPD basis.

Values from the calculation:
spin multiplicity	1
frontier orbital gap	12.13	eV
SMILES	CCC.CC

Each line ends with the Löwdin charge.
CARTESIAN COORDINATES (ANGSTROEM)
C 0.05299 -2.52343 -0.58156  -0.1082
C -1.12692 -1.57238 -0.06795  -0.2467
C -1.17550 -0.39553 -1.07364  -0.1278
H 0.83873 -2.51091 0.18970  0.0643
H -0.37825 -3.51112 -0.85496  0.0698
H 0.49745 -2.20983 -1.51230  0.0408
H -0.96178 -1.19972 0.93798  0.0818
H -1.97949 -2.22217 -0.14842  0.0761
H -0.57845 -0.64051 -1.91782  0.0494
H -0.94976 0.50888 -0.56627  0.0132
H -2.14574 -0.09614 -1.51116  0.0759
C 1.05114 1.36191 0.59613  -0.1674
C 0.85613 2.75385 1.19526  -0.1481
H 0.80277 0.54173 1.25490  0.0583
H 0.48992 1.25163 -0.31657  0.0247
H 2.10129 1.16393 0.37018  0.0695
H 0.26730 3.46268 0.60862  0.0660
H 0.47628 2.66370 2.18672  0.0493
H 1.86191 3.17344 1.21115  0.0590

---

Least stable of them? model R.